ORCA calculation (ωB97M-V/def2-TZVPD) on a cluster of 2 separate species, C9H14 in total at a distorted geometry.

Geometry as ORCA input:
```
! RIJCOSX wB97M-V def2-TZVPD def2/J DEFGRID3
* xyz 1 2
C -1.56754 2.16882 0.72358
C -1.79600 -0.18291 -0.01329
C -1.20254 0.73558 0.84080
C -1.47759 -1.51041 0.22600
C -0.41981 0.24196 1.96419
C -0.39032 -1.94667 1.04430
C 0.18546 -1.00492 1.89965
H -2.62650 -0.00864 -0.70259
H -2.08664 -2.24037 -0.25591
H -1.82546 2.54550 1.72852
H -2.32895 2.49165 0.00265
H 0.07787 1.09399 2.43659
H -0.05832 -2.96443 1.16654
H 0.97560 -1.30765 2.55658
H -0.75260 2.82648 0.39021
C 3.01324 -0.25451 -2.44178
C 2.39278 1.07255 -2.85153
H 2.52719 -1.07421 -2.97510
H 4.07992 -0.36589 -2.74110
H 2.92204 -0.48255 -1.39210
H 1.94311 0.97906 -3.85569
H 1.51193 1.32367 -2.25982
H 3.15407 1.85207 -2.81959
*
```

## Properties
LUMO level (alpha / beta) = -4.682 / -8.349 eV
highest occupied orbital energy (alpha / beta) = -14.218 / -14.217 eV
total energy = -9550.4546 eV
⟨S²⟩ = 0.77
frontier orbital gap (alpha / beta) = 9.5360 / 5.8683 eV
energy above the lowest of the compared OMol25 structures with the same formula, charge and spin = 95.19 kJ/mol

ORCA calculation (ωB97M-V/def2-TZVPD) on the ion C23H41BI2N5O2S2 with charge +1 at a distorted geometry.

Geometry as ORCA input:
```
! RIJCOSX wB97M-V def2-TZVPD def2/J DEFGRID3
* xyz 1 1
C 6.23720 -2.97485 0.98351
C 6.78726 -3.01805 -0.45116
C 6.05460 -2.11487 -1.44228
C 6.31021 -0.61789 -1.25075
C 5.47163 0.07517 -0.16928
C 3.96942 -0.13468 -0.29797
C 3.36387 0.53856 -1.54857
C 2.21287 1.50586 -1.23918
C 0.89090 0.79311 -1.23223
O 0.96237 -0.28853 -0.30672
C 0.01772 -1.23667 -0.68222
N -1.30547 -0.55707 -0.67356
I -2.42833 -0.90078 -2.36324
C -1.22783 0.79232 -0.28193
N -2.11655 1.19581 0.58442
C -3.19091 0.32902 1.09320
C -4.51332 0.44966 0.31786
C -5.38258 -0.79968 0.53510
S -6.04471 -1.43130 -1.03268
C -6.95511 -2.82563 -0.53067
S -8.18288 -3.34427 -1.43880
N -6.58443 -3.48215 0.64588
C -5.33496 -3.95036 1.02311
C -5.48426 -4.54688 2.23606
N -6.81406 -4.46494 2.64009
C -7.43018 -3.83608 1.67463
C -2.08369 2.56261 1.15650
C -0.85036 2.81908 1.99897
C -0.73869 1.88028 3.19287
I -1.03657 4.84004 2.72990
N -0.22006 1.65758 -0.68948
B -0.61166 2.63391 -1.80432
O -0.93090 2.15771 -3.03760
C -0.55483 4.18842 -1.54094
C 0.76884 4.60459 -0.85448
H 5.21933 -2.59561 1.01242
H 6.23739 -3.97355 1.41096
H 6.85269 -2.34638 1.62144
H 6.64206 -4.03581 -0.81232
H 7.85713 -2.83047 -0.49063
H 4.99894 -2.37806 -1.46916
H 6.44947 -2.37117 -2.42611
H 7.35214 -0.50898 -0.95429
H 6.17490 -0.09688 -2.19792
H 5.65463 1.14974 -0.14325
H 5.76957 -0.31660 0.80094
H 3.47895 0.27856 0.58282
H 3.69393 -1.18452 -0.29606
H 4.14984 1.09980 -2.04690
H 3.00992 -0.20892 -2.25792
H 2.40189 1.96651 -0.27448
H 2.17971 2.27455 -2.01226
H 0.63707 0.39534 -2.21684
H 0.23046 -1.72440 -1.63340
H 0.00915 -1.99824 0.09414
H -2.84653 -0.69051 1.20886
H -3.39255 0.68558 2.09774
H -5.04944 1.28520 0.76094
H -4.37016 0.70829 -0.72577
H -6.19677 -0.55946 1.21143
H -4.80246 -1.58595 1.00916
H -4.44416 -3.85008 0.43091
H -4.73701 -5.04318 2.82429
H -8.48978 -3.65578 1.72866
H -2.16975 3.26659 0.33776
H -2.95310 2.71302 1.78593
H 0.06521 2.81958 1.43082
H 0.06135 2.22490 3.83589
H -0.53687 0.86065 2.87072
H -1.65914 1.92072 3.77055
H -1.80450 2.41423 -3.34928
H -0.62398 4.74212 -2.47323
H -1.38085 4.53007 -0.91354
H 1.04720 3.93583 -0.04600
H 0.69496 5.60223 -0.43674
H 1.56455 4.58196 -1.59435
*
```

## Properties
LUMO level = -4.375 eV
highest occupied orbital energy = -11.025 eV
total energy = -74603.6921 eV
SMILES string = CCCCCCCC[C@H]1OC[N+](I)=C(N(CCCSC(=S)n2ccnc2)C[C@H](C)I)N1B(O)CC
frontier orbital gap = 6.6497 eV

ORCA calculation (ωB97M-V/def2-TZVPD) on a cluster of 2 separate species, C42H48N3O in total at a distorted geometry.

Geometry as ORCA input:
```
! RIJCOSX wB97M-V def2-TZVPD def2/J DEFGRID3
* xyz 1 1
C 4.46027 4.98644 1.14221
N 3.85577 3.97811 0.31322
C 4.59248 3.32006 -0.62944
O 5.74248 3.58943 -0.97378
C 3.73794 2.18037 -1.15915
C 4.37590 0.82005 -0.88044
C 4.53641 0.54925 0.59868
C 5.61100 1.09203 1.31744
C 5.70223 0.90528 2.70003
C 4.72465 0.16344 3.37225
C 3.68457 -0.43376 2.64921
C 3.63831 -0.29373 1.26005
N 2.46361 2.39248 -0.48121
C 1.39715 1.59791 -0.69352
C 0.18642 1.70218 -0.01068
C -0.95233 0.93273 -0.30633
C -2.22364 1.32908 0.27901
C -3.40889 1.32956 -0.49084
C -4.64045 1.52428 0.12033
C -4.69349 1.94786 1.45867
C -3.51554 2.06872 2.21339
C -2.28121 1.77562 1.62696
C 2.51832 3.45893 0.53166
C 2.35101 2.94513 1.97953
C 1.92461 4.16660 2.78502
C 1.34148 5.19901 1.78676
C 1.51069 4.63545 0.37364
H 5.35435 5.35801 0.63309
H 3.75380 5.80516 1.29446
H 4.75331 4.57964 2.12263
H 3.61068 2.32484 -2.24539
H 3.76545 0.04180 -1.35500
H 5.36786 0.84411 -1.35268
H 6.39036 1.63993 0.77820
H 6.54072 1.34194 3.24933
H 4.78869 0.02396 4.45294
H 2.91622 -1.02318 3.15703
H 2.91022 -0.85557 0.66758
H 1.50101 0.87247 -1.50491
H 0.11743 2.44439 0.78980
H -0.97342 0.33458 -1.21833
H -3.33597 1.17921 -1.57052
H -5.55370 1.35157 -0.45390
H -5.65755 2.15254 1.92482
H -3.54256 2.39219 3.25947
H -1.35502 1.86062 2.20982
H 1.58197 2.16578 1.99335
H 3.28858 2.47660 2.30472
H 1.17720 3.89726 3.54122
H 2.79311 4.58618 3.31109
H 0.28348 5.38869 2.01228
H 1.85905 6.16246 1.88573
H 1.90874 5.37596 -0.33418
H 0.56813 4.25328 -0.02813
C -5.15013 -5.78995 -4.62771
C -5.75746 -4.57834 -4.32716
C -5.03901 -3.53657 -3.68696
C -5.68655 -2.34916 -3.26434
C -5.00146 -1.37999 -2.54063
C -3.64699 -1.57518 -2.22962
C -2.95044 -2.68725 -2.66806
C -1.49466 -2.76271 -2.23118
C -1.43169 -2.86653 -0.69122
C -0.60484 -4.00833 -0.13852
C -0.26579 -3.64593 1.32570
C 0.89116 -2.63084 1.23510
C 0.52569 -1.63512 0.14825
N -0.96462 -1.53955 -0.05336
C -1.60780 -1.52622 1.30639
C -1.47054 -2.89564 1.95474
C -3.63660 -3.72975 -3.37260
C -3.06820 -4.99531 -3.64788
C -3.79946 -5.99845 -4.27760
H -5.72129 -6.58175 -5.11771
H -6.81392 -4.41148 -4.55932
H -6.75129 -2.23288 -3.48448
H -5.51137 -0.48487 -2.18967
H -3.11026 -0.85840 -1.60678
H -0.97895 -3.61967 -2.68054
H -0.95882 -1.83503 -2.51010
H -2.45545 -2.99544 -0.32290
H -1.16819 -4.94743 -0.21236
H 0.31048 -4.13480 -0.73084
H 0.00929 -4.51700 1.92588
H 1.02932 -2.09382 2.18285
H 1.84105 -3.12826 0.99531
H 0.87030 -0.63430 0.41971
H 0.99556 -1.90306 -0.81354
H -1.12611 -0.74861 1.91353
H -2.65746 -1.22160 1.15838
H -2.40983 -3.44562 1.82329
H -1.30879 -2.75643 3.02953
H -2.04457 -5.19994 -3.33418
H -3.33221 -6.95572 -4.50660
*
```

## Properties
LUMO level = -4.343 eV
highest occupied orbital energy = -9.911 eV
total energy = -50844.9777 eV
frontier orbital gap = 5.5675 eV